1.
This record from OMol25 describes a 2-piece molecular cluster, C6H14 overall at a distorted geometry. The level of theory is the ωB97M-V functional and the def2-TZVPD basis.

maximum force = 3.3 eV Å⁻¹
orbital gap = 5.7682 eV
relative energy (zero: lowest compared OMol25 entry of this formula, charge and spin) = 164.9 kcal per mole
highest occupied orbital energy = -0.2013 hartree
total charge = 0

Structure (XYZ):
```
20
Properties=species:S:1:pos:R:3:forces:R:3
C -1.358217 -0.560131 -1.367638 0.4 0.1 0.6
C -0.854288 0.601565 -0.491520 -0.1 0.4 -0.6
C 0.329726 0.261635 0.350951 0.5 0.2 0.5
C 1.597729 0.303985 -0.346539 -2.8 -0.6 -1.6
C 2.390256 -0.831960 -0.642961 0.1 0.6 -0.1
C 3.015235 0.325994 0.568635 1.1 -0.9 1.1
H -2.261360 -0.273534 -1.883727 -0.3 0.0 -0.4
H -1.566928 -1.393774 -0.706132 -0.1 -0.3 0.0
H -0.604078 -0.893047 -2.077449 0.1 0.0 -0.2
H -0.666548 1.448966 -1.187973 0.0 0.0 0.2
H -1.703503 0.880183 0.135255 0.1 0.2 0.1
H -7.656586 -0.384288 3.049311 0.0 0.0 0.0
H 0.272455 0.519327 1.392152 0.2 -0.2 0.4
H 1.660124 1.066039 -1.138187 0.1 0.0 -0.3
H 2.205848 -1.728880 -0.082524 0.0 -0.1 0.2
H -7.537523 0.222965 3.457135 0.0 0.0 0.0
H 2.890478 -0.933502 -1.601168 0.7 0.5 0.5
H 4.042466 0.185720 0.284989 0.6 -0.3 -0.1
H 2.789422 -0.197117 1.485161 0.1 -0.1 0.2
H 3.015300 1.379857 0.802238 -0.6 0.6 -0.7
```
Forces are in eV/Å.

---

2.
This record from OMol25 describes C3H10Cl3N2O2Sn as an isolated structure at a distorted geometry. The level of theory is the ωB97M-V functional and the def2-TZVPD basis.

maximum force = 2.4 eV Å⁻¹
orbital gap (alpha / beta) = 3.6195 / 3.1966 eV
relative energy (zero: lowest compared OMol25 entry of this formula, charge and spin) = 0.0 kcal per mole
highest occupied orbital energy (alpha / beta) = -0.0288 / -0.0113 hartree
total charge = -1

Structure (XYZ):
```
21
Properties=species:S:1:pos:R:3:forces:R:3
C 2.012285 -0.487368 1.011853 1.9 -1.0 1.1
Sn 0.207096 -1.563502 0.496323 -0.4 0.8 -0.2
N -2.165576 -1.129222 -0.677461 -0.5 0.0 -0.6
N 0.753526 -1.439865 -1.779502 -0.8 0.1 -0.7
H -2.220250 -0.109194 -0.620686 0.1 -0.5 0.0
H -0.794582 -2.870039 1.010618 -0.2 -1.3 0.3
H 2.085236 -0.524529 2.121096 -0.1 0.5 -0.5
H 2.151678 0.522742 0.592071 -0.3 -0.6 0.2
H 2.830613 -1.159229 0.720726 0.2 0.4 -0.2
H 0.221655 -0.630086 -2.137369 0.3 0.0 0.2
H 0.471541 -2.237684 -2.362966 0.4 0.0 0.3
H 1.748575 -1.259808 -1.919552 0.0 -0.1 0.0
H -2.286174 -1.425699 -1.650213 -0.2 0.2 0.5
H -2.899836 -1.535257 -0.099046 0.2 0.1 -0.2
Cl -1.524480 3.844907 1.371757 0.0 0.0 -0.1
C -0.190128 2.852478 0.783726 0.4 -0.7 0.1
Cl 0.472798 3.528300 -0.758871 -0.5 -0.3 0.7
Cl 1.129632 2.855570 2.001380 -0.1 0.2 -0.1
C -0.608430 1.298202 0.676880 0.2 -1.1 -1.4
O -1.318986 0.778877 1.539209 0.3 1.4 -0.2
O -0.076193 0.690406 -0.319973 -0.9 1.9 0.8
```
Forces are in eV/Å.

---

3.
This record from OMol25 describes one molecule with the formula C4H7NOS at a distorted geometry. The level of theory is the ωB97M-V functional and the def2-TZVPD basis.

maximum force = 1.2 eV Å⁻¹
orbital gap = 9.9657 eV
relative energy (zero: lowest compared OMol25 entry of this formula, charge and spin) = 40.9 kcal per mole
highest occupied orbital energy = -0.3440 hartree
total charge = 0
structure (SMILES) = O=C[C@H]1NC[C@H]1S

Structure (XYZ):
```
14
Properties=species:S:1:pos:R:3:forces:R:3
C -0.898071 0.449396 0.216663 0.0 -0.7 0.1
C -0.036868 1.162936 -0.829899 0.2 -0.1 -1.1
C 0.464288 -0.100548 0.738308 -0.6 -0.3 -0.4
C 0.897872 -1.419428 0.093446 0.5 -0.2 0.8
H -2.740563 -1.088138 0.814605 0.5 0.4 -0.6
H -1.294672 1.192846 0.891728 -0.2 0.0 0.3
H -0.281483 2.199105 -1.083556 -0.1 -0.3 0.0
H 0.137067 0.556442 -1.756825 -0.5 0.5 0.6
H 1.942611 0.699280 -0.403112 -0.1 0.3 0.2
H 0.585552 -0.152911 1.814790 0.1 -0.2 0.3
H 0.543693 -2.368799 0.565955 -0.1 0.4 -0.4
N 1.100023 1.013967 0.082820 1.1 0.5 -0.1
O 1.740789 -1.434713 -0.769336 -0.4 -0.2 0.0
S -2.160236 -0.709430 -0.375591 -0.3 -0.1 0.4
```
Forces are in eV/Å.

---

4.
This record from OMol25 describes C34H34N3O5P2Pt as an isolated structure at a distorted geometry. The level of theory is the ωB97M-V functional and the def2-TZVPD basis.

maximum force = 1.3 eV Å⁻¹
orbital gap = 5.7839 eV
relative energy (zero: lowest compared OMol25 entry of this formula, charge and spin) = 26.1 kcal per mole
highest occupied orbital energy = -0.1333 hartree
total charge = -1

Structure (XYZ):
```
79
Properties=species:S:1:pos:R:3:forces:R:3
Pt -0.792193 0.464974 -0.201191 -0.1 1.0 -0.7
C -2.576934 -2.846260 1.538670 0.0 0.0 0.0
C -1.190359 -3.266224 1.198637 0.1 0.1 0.0
N -0.280397 -2.480158 0.681311 0.4 -0.4 -0.2
C 0.856161 -3.256902 0.538736 -0.2 0.0 0.2
C 0.610230 -4.532378 1.003468 0.2 0.2 -0.2
N -0.689636 -4.512671 1.409556 -0.1 -0.1 0.1
C 1.401037 -5.813576 1.139410 0.0 0.1 0.0
O 2.605805 -5.760510 0.752978 -0.2 -0.2 0.1
O 0.782217 -6.771030 1.621936 0.1 0.0 0.0
C 2.112197 -2.688753 -0.025756 0.1 0.0 -0.1
O 3.140326 -3.505900 -0.101389 -0.1 0.1 0.0
O 2.178222 -1.536385 -0.409142 -0.1 0.0 0.0
H -2.699210 -1.820785 1.191094 0.0 0.0 0.0
H -2.753940 -2.880188 2.617189 0.0 0.0 0.0
H -3.320932 -3.483207 1.054316 0.0 0.0 0.0
H -1.122285 -5.341120 1.787479 0.0 0.0 0.0
H 2.917335 -4.466056 0.257397 0.1 0.0 0.0
C 1.080599 3.763048 2.051768 0.0 0.0 0.0
N 0.645224 2.632967 1.243053 0.0 0.0 0.0
P 0.766984 2.392965 -0.467009 0.0 -0.6 0.9
C 0.653428 4.119932 -1.048993 -0.3 0.0 -0.2
C 1.570502 4.705707 -1.919775 0.0 0.0 0.1
C 1.356400 5.987812 -2.410324 0.0 0.0 0.0
C 0.225148 6.700168 -2.041559 0.0 0.0 0.0
C -0.701240 6.121175 -1.181619 0.0 0.0 0.0
C -0.493034 4.839955 -0.699273 0.0 0.0 0.0
C 2.526868 2.025776 -0.790317 0.0 -0.1 -0.1
C 2.790564 1.032215 -1.725641 0.0 -0.1 0.0
C 4.096068 0.646117 -2.003300 0.0 0.0 0.0
C 5.150042 1.244324 -1.334954 0.0 0.0 0.0
C 4.899470 2.237848 -0.393326 0.0 0.0 0.0
C 3.597766 2.627469 -0.127727 0.0 0.1 0.0
P -0.113259 1.214032 1.830229 0.3 -0.2 -0.1
C -1.092840 1.871916 3.224275 -0.1 0.1 0.0
C -0.850698 1.580152 4.563638 0.0 0.1 0.0
C -1.647744 2.135544 5.558305 0.0 0.0 0.0
C -2.686753 2.990515 5.226863 0.0 0.0 0.0
C -2.938830 3.283810 3.891456 0.0 0.0 0.0
C -2.154160 2.719555 2.899705 0.0 0.0 0.0
C 1.175468 0.243093 2.681201 0.0 0.0 0.0
C 0.829913 -1.023791 3.149609 0.0 0.0 0.1
C 1.795345 -1.877525 3.660252 0.0 0.0 0.0
C 3.124434 -1.475796 3.698756 0.0 0.0 0.0
C 3.476353 -0.215227 3.240433 0.0 0.0 0.0
C 2.505367 0.641288 2.738053 0.1 0.0 -0.1
H 1.815835 4.359137 1.511324 0.0 0.0 0.0
H 1.531282 3.419321 2.985837 0.0 0.0 0.0
H 0.242812 4.419858 2.305541 0.0 0.0 0.0
H 2.460300 4.160754 -2.208251 0.0 0.0 0.0
H 2.082377 6.432199 -3.080443 0.0 0.0 0.0
H 0.062690 7.700621 -2.423049 0.0 0.0 0.0
H -1.590314 6.668730 -0.893071 0.0 0.0 0.0
H -1.221190 4.383299 -0.036047 0.0 0.0 0.0
H 1.962087 0.516866 -2.197489 0.0 0.0 0.0
H 4.280190 -0.154127 -2.708588 0.0 0.0 0.0
H 6.166803 0.923052 -1.525668 0.0 0.0 0.0
H 5.721661 2.703530 0.137783 0.0 0.0 0.0
H 3.419662 3.409498 0.601873 0.0 -0.1 0.0
H -0.034226 0.921807 4.830799 0.0 0.0 0.0
H -1.450225 1.900027 6.597424 0.0 0.0 0.0
H -3.302035 3.426170 6.004873 0.0 0.0 0.0
H -3.755866 3.944043 3.625877 0.0 0.0 0.0
H -2.361584 2.920720 1.852767 0.0 0.0 0.0
H -0.197390 -1.359360 3.067579 0.0 0.0 0.0
H 1.517684 -2.872038 3.987330 0.0 0.0 0.0
H 3.885248 -2.156844 4.059697 0.0 0.0 0.0
H 4.514317 0.095978 3.247076 0.0 0.0 0.0
H 2.798888 1.606283 2.345737 0.0 0.0 0.0
C -3.805518 0.843616 -1.483146 0.1 -0.1 -0.1
O -2.899567 0.106428 -2.310031 -0.1 0.0 -0.1
C -1.716328 -0.225970 -1.803832 -0.1 0.0 0.3
C -0.972029 -0.998527 -2.845251 0.0 -0.3 0.0
H -4.187050 1.674841 -2.075041 0.0 0.0 0.0
H -3.275731 1.194423 -0.599745 0.0 0.0 0.1
H -4.626816 0.181038 -1.203446 0.0 0.0 0.0
H -1.635402 -1.662585 -3.407983 0.0 0.0 0.0
H -0.160251 -1.559026 -2.384335 0.0 0.0 0.0
H -0.541381 -0.276941 -3.546962 0.0 0.0 0.0
```
Forces are in eV/Å.

---

5.
This record from OMol25 describes a 5-piece molecular cluster, C19H46N2O7S2 overall at a distorted geometry. The level of theory is the ωB97M-V functional and the def2-TZVPD basis.

maximum force = 2.4 eV Å⁻¹
orbital gap = 8.9515 eV
highest occupied orbital energy = -0.3107 hartree
total charge = 0
structure (SMILES) = O=S1(=O)CCCC1.O=S1(=O)CCCC1.COC[C@H](C)N.COC[C@H](C)N.CC(C)O

Structure (XYZ):
```
76
Properties=species:S:1:pos:R:3:forces:R:3
C 4.753836 2.298992 0.474435 -0.2 0.0 -0.8
C 4.487132 2.380504 -1.030401 0.5 0.9 0.6
C 5.607685 1.714496 -1.799390 -0.1 -0.3 -0.9
O 3.206513 1.881117 -1.348336 -0.1 -0.3 0.4
H 4.008188 2.852504 1.043865 -0.2 -0.3 0.1
H 5.703248 2.818160 0.609882 0.1 -0.3 0.3
H 4.825944 1.244755 0.745025 0.0 0.1 0.4
H 4.532963 3.462639 -1.217040 -0.2 0.0 -0.5
H 6.482938 2.358114 -1.887900 0.0 0.0 0.2
H 5.260803 1.516282 -2.819046 0.1 0.1 0.0
H 5.917845 0.741749 -1.412431 -0.1 0.1 0.3
H 2.999320 2.014157 -2.277638 0.2 0.1 0.0
C -0.621285 -0.960113 -0.690258 -1.0 0.2 0.3
C 0.011866 -0.277325 0.526883 0.3 0.1 -0.2
C 0.453418 1.161983 0.256980 -0.2 -0.8 -1.1
O -0.681892 1.984753 0.074666 -0.3 0.1 -0.1
C -0.339885 3.315720 -0.231767 0.5 0.2 1.2
N -0.830481 -0.389925 1.715709 0.5 -0.4 -0.3
H -0.869161 -1.993450 -0.442892 0.3 -0.1 0.0
H -0.090100 -0.939085 -1.639061 0.5 0.0 0.3
H -1.590192 -0.509852 -0.936558 0.1 0.2 0.2
H 0.947421 -0.803442 0.757208 0.0 -0.1 0.0
H 1.032965 1.114220 -0.670393 0.1 0.3 0.0
H 1.118966 1.523997 1.045030 -0.2 0.2 0.2
H -1.180535 3.977639 -0.022707 -0.3 -0.2 -0.4
H 0.064567 3.461079 -1.235747 -0.1 -0.1 -0.1
H 0.415275 3.624270 0.507732 0.2 0.2 -0.3
H -1.741804 -0.003825 1.515661 0.1 0.3 0.3
H -0.333737 0.132444 2.438304 -0.8 -0.1 0.0
C -3.346358 -3.303122 -4.547901 1.1 -2.2 -0.3
C -2.170076 -2.781774 -3.707077 -0.8 0.9 -0.7
C -0.981407 -3.751058 -3.599442 -0.7 0.4 -1.1
O 0.098060 -3.016440 -3.065091 0.0 -0.5 0.4
C 1.219661 -3.796722 -2.748207 0.1 -0.4 0.9
N -1.766114 -1.489096 -4.328459 0.6 -0.8 0.8
H -2.901599 -3.935297 -5.331849 0.0 0.5 -0.4
H -3.945330 -2.547503 -5.039039 -0.1 0.2 0.4
H -3.926816 -4.089475 -4.049727 -0.4 0.6 0.4
H -2.547200 -2.623180 -2.687595 0.3 0.1 0.1
H -0.609273 -4.160347 -4.549964 -0.5 0.2 -0.3
H -1.393508 -4.621056 -3.068791 0.7 0.1 0.7
H 2.040392 -3.134443 -2.477509 0.0 0.1 -0.2
H 1.559257 -4.503119 -3.512909 -0.2 0.3 -0.4
H 1.013764 -4.407778 -1.859763 0.0 0.0 0.0
H -0.807309 -1.378764 -4.000730 -0.1 0.5 -0.2
H -2.308309 -0.760774 -3.869806 0.0 0.0 -0.1
C -5.248827 1.116802 1.099826 1.9 -1.1 -0.1
C -6.144472 0.033194 0.446798 -0.4 1.9 0.2
C -6.139944 0.365207 -1.047130 -0.1 -0.2 -0.1
S -4.491633 1.021456 -1.476247 -0.2 -0.5 1.2
O -4.695625 2.333375 -2.012867 0.2 0.6 -0.4
O -3.711296 0.035751 -2.210691 -0.5 0.6 0.5
C -3.962589 1.093761 0.299345 1.0 -0.7 -1.6
H -4.947810 0.783689 2.094703 -0.4 0.3 0.2
H -5.601826 2.145787 1.109146 -0.6 -0.2 0.1
H -7.111735 0.323964 0.862000 -0.4 -1.0 -0.2
H -5.828798 -0.968721 0.715781 0.0 0.0 0.0
H -6.868103 1.165556 -1.169482 0.3 0.2 -0.4
H -6.377235 -0.417408 -1.765093 0.1 -0.2 0.2
H -3.160241 1.806704 0.490458 -0.4 0.5 -0.2
H -3.418217 0.142057 0.316818 -0.4 -0.2 0.5
C 3.897424 1.196437 5.069872 -1.7 1.0 0.3
C 4.153511 -0.225696 4.633970 1.5 -0.5 -0.6
C 2.933429 -0.907934 4.000629 -0.3 0.7 0.3
S 1.513856 -0.007526 4.744395 1.0 0.5 0.0
O 0.789921 -0.911932 5.593431 -0.4 0.1 -0.1
O 0.871676 0.837821 3.752573 0.1 -0.6 0.2
C 2.494270 1.148320 5.738821 0.6 -0.6 -0.2
H 3.900294 1.917032 4.247959 -0.3 -0.3 -0.3
H 4.581608 1.662435 5.778548 0.3 -0.6 0.1
H 4.500403 -0.826179 5.476946 -0.2 0.1 0.1
H 4.988134 -0.229156 3.926592 -0.1 -0.1 0.0
H 2.914041 -1.963222 4.255310 -0.4 0.0 0.2
H 2.847412 -0.822051 2.918642 0.1 0.3 0.0
H 2.587621 0.659382 6.708873 -0.1 0.2 0.1
H 1.955095 2.088487 5.794118 0.0 0.0 0.0
```
Forces are in eV/Å.

---

6.
This record from OMol25 describes a 2-piece molecular cluster, C4H5BrOS2 overall at a distorted geometry. The level of theory is the ωB97M-V functional and the def2-TZVPD basis.

maximum force = 4.5 eV Å⁻¹
orbital gap (alpha / beta) = 7.2879 / 6.2011 eV
relative energy (zero: lowest compared OMol25 entry of this formula, charge and spin) = 17.6 kcal per mole
highest occupied orbital energy (alpha / beta) = -0.2826 / -0.2588 hartree
total charge = 0

Structure (XYZ):
```
13
Properties=species:S:1:pos:R:3:forces:R:3
C 2.846222 1.163635 -0.233141 -0.3 4.5 -0.6
C -0.329224 0.439012 -0.773693 -1.2 1.0 -2.0
C -0.541595 -0.589293 0.225570 0.6 -0.7 1.9
C 0.689498 1.407862 1.229565 1.7 -1.2 0.5
O 3.333962 2.095847 -0.812003 -0.9 -3.2 1.4
S -0.307940 2.002077 -0.000025 -0.8 1.7 0.9
S 0.723434 -0.300183 1.515395 -0.7 0.1 0.2
Br 3.529398 -0.670228 0.012110 0.9 -0.9 -0.3
H 0.541071 0.549919 -1.403631 0.4 -1.3 -0.2
H -1.244118 0.330401 -1.348440 0.1 0.6 -0.8
H -1.488166 -0.376729 0.753203 0.1 -0.5 -0.5
H -0.492214 -1.565703 -0.231426 0.0 -0.5 0.3
H 0.969225 1.960118 2.126156 0.1 0.4 -0.6
```
Forces are in eV/Å.

---

Q: total charge of number 2 (C3H10Cl3N2O2Sn)?
A: -1